Below is C2HFI2O as an isolated structure, with properties calculated with ωB97M-V/def2-TZVPD.

E_LUMO ... -1.0 eV
Frontier orbital gap ... 0.338 Eh
HOMO energy ... -10.16 eV

```
! wB97M-V def2-TZVPD RIJCOSX def2/J DEFGRID3
* xyz 0 1
C 0.831 0.374 -0.110
C -0.661 -0.217 -0.105
O 1.767 -0.301 0.105
F 1.210 1.843 -0.277
I -1.056 0.225 1.987
I -0.876 -2.183 -0.765
H -1.214 0.259 -0.835
*
```


Below is a 2-piece molecular cluster, CH4N2O2PS2 overall, with properties calculated with ωB97M-V/def2-TZVPD.

Expectation value of S² ... 2.0076
E_LUMO (alpha / beta) ... 3.3 / 0.5 eV
Frontier orbital gap (alpha / beta) ... 0.157 / 0.199 Eh
HOMO energy (alpha / beta) ... -0.95 / -4.93 eV

```
! wB97M-V def2-TZVPD RIJCOSX def2/J DEFGRID3
* xyz -1 3
C 1.671 0.017 -1.236
N 2.485 0.877 -1.451
N -0.512 -0.994 1.422
O -1.935 -0.017 -0.621
O -2.449 0.755 1.736
P -1.330 0.385 0.839
S 0.892 -1.361 -1.303
S 0.080 1.780 0.493
H 2.585 1.661 -0.952
H -1.110 -0.260 -1.212
H 0.520 -0.917 1.042
H -0.897 -1.926 1.243
*
```


Below is a 17-piece molecular cluster, CH33O19 overall, with properties calculated with ωB97M-V/def2-TZVPD.

E_LUMO ... 1.7 eV
Frontier orbital gap ... 0.311 Eh
HOMO energy ... -6.76 eV

```
! wB97M-V def2-TZVPD RIJCOSX def2/J DEFGRID3
* xyz -1 1
C 3.506 -7.256 8.459
O 2.707 -6.596 7.744
O 4.144 -8.346 7.989
O 3.764 -7.017 9.612
H 3.784 -8.830 7.220
O 2.897 -10.017 6.105
H 3.637 -10.564 5.882
H 2.117 -10.522 6.112
O 4.319 -8.062 12.316
H 4.195 -8.245 11.414
H 3.552 -8.402 12.768
O 6.770 -8.446 6.118
H 6.068 -8.298 6.714
H 7.528 -8.770 6.623
O 3.805 -4.634 10.506
H 2.893 -4.608 10.866
H 3.739 -5.506 10.116
O 1.698 -6.900 11.623
H 2.379 -6.960 11.023
H 1.980 -6.233 12.203
O 3.236 -5.291 5.424
H 2.418 -5.008 4.957
H 3.010 -5.769 6.243
O 5.764 -5.519 6.492
H 6.187 -5.287 5.632
H 4.943 -5.900 6.224
O 4.337 -8.059 4.777
H 4.690 -8.665 4.156
H 3.730 -8.742 5.093
O 6.713 -6.303 11.481
H 5.982 -5.757 11.820
H 6.452 -6.727 10.694
O 0.813 -8.075 5.738
H 0.090 -7.480 5.456
H 1.445 -7.471 6.178
O 3.837 -11.529 8.236
H 3.460 -12.364 8.012
H 3.198 -10.900 7.804
O 6.450 -10.551 8.226
H 5.475 -10.774 8.116
H 6.339 -9.793 8.824
O 2.311 -9.523 10.014
H 2.462 -8.833 9.383
H 1.412 -9.670 9.736
O 6.278 -8.233 9.653
H 5.486 -7.808 9.363
H 6.990 -7.904 9.041
O 4.346 -3.664 8.088
H 4.724 -4.345 7.507
H 4.105 -4.160 8.878
O 0.333 -5.738 8.758
H 1.121 -6.053 8.397
H 0.131 -4.866 8.335
*
```


Below is C15H41AlF3I2O9 as an isolated structure, with properties calculated with ωB97M-V/def2-TZVPD.

E_LUMO ... 2.2 eV
Frontier orbital gap ... 0.257 Eh
HOMO energy ... -4.84 eV

```
! wB97M-V def2-TZVPD RIJCOSX def2/J DEFGRID3
* xyz -1 1
C 5.681 -1.523 -0.629
O 4.391 -1.579 -1.173
C 4.169 -0.820 -2.386
Al 2.237 -0.143 -2.473
C 1.184 -1.310 -1.175
C -0.303 -1.114 -1.269
O -0.596 0.202 -1.728
C -1.061 -1.345 0.055
F -0.447 -2.185 0.913
F -1.309 -0.215 0.741
F -2.300 -1.904 -0.169
C 2.128 1.825 -1.933
I 1.052 3.079 -3.277
C 2.633 2.321 -0.822
C 3.321 1.454 0.204
I 2.519 4.362 -0.179
H 6.204 -2.476 -0.762
H 5.618 -1.318 0.440
H 6.277 -0.732 -1.084
H 4.340 -1.478 -3.243
H 4.878 0.009 -2.431
H 1.646 -0.341 -3.953
H 1.545 -1.196 -0.155
H 1.418 -2.332 -1.467
H -0.735 -1.835 -1.962
H -1.538 0.273 -1.921
H 4.091 2.021 0.715
H 2.606 1.094 0.934
H 3.798 0.622 -0.304
C -5.574 -1.335 0.134
O -6.912 -1.835 0.058
H -5.547 -0.410 -0.437
H -5.285 -1.122 1.165
H -4.862 -2.036 -0.304
H -6.949 -2.652 0.561
C -9.737 -3.195 -0.797
O -10.254 -4.525 -0.806
H -8.754 -3.221 -1.255
H -10.372 -2.517 -1.373
H -9.635 -2.810 0.221
H -11.123 -4.510 -0.398
C 4.146 -1.264 -6.748
O 3.481 -0.058 -6.422
H 4.095 -1.895 -5.864
H 3.661 -1.788 -7.579
H 5.200 -1.099 -6.998
H 3.504 0.524 -7.186
C 4.217 1.597 4.287
O 4.009 0.581 3.313
H 4.657 2.447 3.773
H 3.280 1.918 4.744
H 4.905 1.268 5.072
H 3.609 -0.178 3.744
C 2.164 2.656 7.411
O 3.197 3.512 6.942
H 2.616 1.683 7.590
H 1.732 3.016 8.349
H 1.368 2.538 6.671
H 2.814 4.375 6.767
C -2.549 4.497 -2.422
O -1.709 5.437 -3.079
H -1.965 3.588 -2.306
H -2.850 4.848 -1.430
H -3.444 4.271 -3.011
H -2.193 6.261 -3.176
C -2.674 -2.141 3.874
O -3.350 -1.374 2.891
H -3.234 -2.039 4.802
H -2.633 -3.201 3.605
H -1.655 -1.779 4.037
H -2.848 -1.446 2.072
*
```


Below is a 2-piece molecular cluster, C12H16N2O2 overall, with properties calculated with ωB97M-V/def2-TZVPD.

E_LUMO ... 0.5 eV
Frontier orbital gap ... 0.373 Eh
HOMO energy ... -9.61 eV

```
! wB97M-V def2-TZVPD RIJCOSX def2/J DEFGRID3
* xyz 0 1
O -1.782 -2.188 0.894
C -1.801 -1.003 0.680
C -1.472 -0.279 -0.626
C -0.525 0.868 -0.126
C -0.506 1.890 -1.220
C 0.660 2.245 -1.856
C 0.583 3.156 -2.875
N -0.497 3.760 -3.325
C -1.622 3.428 -2.698
C -1.631 2.526 -1.677
C -1.213 1.213 1.230
N -2.090 0.056 1.619
H -0.965 -0.916 -1.345
H -2.408 0.144 -0.986
H 0.436 0.358 -0.093
H 1.608 1.818 -1.565
H 1.516 3.412 -3.371
H -2.549 3.878 -3.028
H -2.583 2.304 -1.205
H -1.821 2.108 1.268
H -0.402 1.153 1.954
H -3.022 0.413 1.432
C 3.471 -3.333 1.778
C 2.262 -2.579 1.280
O 2.368 -1.683 0.470
C 0.918 -2.980 1.827
H 4.366 -2.940 1.302
H 3.564 -3.215 2.859
H 3.376 -4.392 1.533
H 0.900 -2.844 2.910
H 0.707 -4.023 1.585
H 0.153 -2.353 1.374
*
```


Below is an isolated ion of composition C6H10N5 and charge +1, with properties calculated with ωB97M-V/def2-TZVPD.

E_LUMO ... -3.5 eV
Frontier orbital gap ... 0.253 Eh
HOMO energy ... -10.37 eV

```
! wB97M-V def2-TZVPD RIJCOSX def2/J DEFGRID3
* xyz 1 1
C 2.495 -0.190 1.292
C 1.221 -0.528 1.462
C 2.944 0.272 0.045
C 0.276 -0.403 0.374
C -1.024 -0.811 0.423
C -1.808 0.376 -1.718
N 1.989 0.531 -0.775
N 0.741 0.259 -0.764
N -1.862 -0.612 -0.799
N -1.640 -1.488 1.444
N -1.276 1.610 -1.619
H 3.106 -0.383 2.173
H 0.948 -0.903 2.404
H 3.863 0.726 -0.369
H -2.515 0.151 -2.684
H 2.403 0.908 -1.736
H -2.607 -1.228 -0.952
H -1.475 -1.422 2.417
H -2.259 -2.258 1.117
H -0.340 1.437 -1.121
H -1.192 2.059 -2.583
*
```


Below is a 13-piece molecular cluster, C6H34O12 overall, with properties calculated with ωB97M-V/def2-TZVPD.

E_LUMO ... 0.0 eV
Frontier orbital gap ... 0.360 Eh
HOMO energy ... -9.78 eV

```
! wB97M-V def2-TZVPD RIJCOSX def2/J DEFGRID3
* xyz 0 1
C 1.757 -1.828 -0.441
C 2.176 -0.592 0.313
C 2.651 -0.696 1.546
C 2.761 1.596 -0.730
C 1.818 0.701 -0.446
C 0.345 0.823 -0.526
H 2.612 -2.457 -0.689
H 1.072 -1.762 -1.295
H 0.988 -2.340 0.168
H 2.800 0.141 2.212
H 2.690 -1.710 1.929
H 2.626 2.649 -0.969
H 3.796 1.322 -0.593
H -0.148 -0.016 -1.009
H -0.062 1.583 -1.222
H -0.090 0.986 0.458
H -1.923 -0.740 1.826
H -2.411 -0.466 0.298
O -1.870 -0.136 1.032
H 0.376 2.284 3.781
H 1.161 1.685 4.917
O 0.471 1.427 4.259
H -3.736 -0.150 -2.905
H -4.901 -1.193 -2.841
O -4.431 -0.534 -2.318
H -1.423 2.961 2.497
H -0.330 3.576 1.747
O -0.531 3.347 2.652
H 3.875 -0.699 -1.294
H 4.874 -1.213 -0.216
O 4.745 -0.531 -0.866
H 2.203 0.302 -2.581
H 2.680 -0.457 -3.912
O 1.976 0.062 -3.509
H 0.505 -0.732 -3.500
H -0.298 -1.309 -4.762
O -0.369 -1.123 -3.828
H -1.604 -0.100 -3.722
H -1.842 1.282 -2.939
O -2.272 0.600 -3.500
H -1.171 0.831 4.887
H -2.490 0.500 4.247
O -1.913 0.196 4.954
H -0.407 -1.547 2.917
H -1.526 -1.035 3.989
O -1.319 -1.562 3.174
H -2.524 1.309 1.673
H -3.670 2.279 1.836
O -2.780 2.118 2.190
H -1.109 -2.614 -2.969
H -2.218 -3.611 -3.314
O -1.591 -3.407 -2.610
*
```


Below is C25H21Br2IrN5O2S4 as an isolated structure, with properties calculated with ωB97M-V/def2-TZVPD.

Expectation value of S² ... 8.7704
E_LUMO (alpha / beta) ... -6.8 / -8.6 eV
Frontier orbital gap (alpha / beta) ... 0.256 / 0.190 Eh
HOMO energy (alpha / beta) ... -13.74 / -13.81 eV

```
! wB97M-V def2-TZVPD RIJCOSX def2/J DEFGRID3
* xyz 2 6
Ir -0.440 1.348 -0.039
O 3.619 1.260 7.031
C 3.739 1.221 5.697
O 4.806 1.298 5.163
C 2.479 1.098 4.880
C 1.267 1.662 5.257
C 0.176 1.621 4.398
C 0.303 0.999 3.164
C 1.513 0.426 2.784
C 2.595 0.475 3.640
N -0.763 0.996 2.212
C -1.979 0.899 2.570
C -3.033 0.904 1.549
C -4.369 0.837 1.888
C -5.315 0.803 0.871
C -4.882 0.817 -0.442
C -3.520 0.891 -0.703
N -2.613 0.940 0.269
H 2.720 1.068 7.321
H 1.170 2.189 6.198
H -0.740 2.127 4.676
H 1.607 -0.044 1.813
H 3.551 0.056 3.355
H -2.266 0.769 3.612
H -4.663 0.806 2.929
H -6.370 0.758 1.104
H -5.581 0.777 -1.265
H -3.145 0.910 -1.718
Br -1.694 3.868 -1.212
C -0.907 3.596 -2.957
Br -0.803 1.727 -3.407
H 0.096 4.003 -2.942
H -1.542 4.088 -3.683
S 1.808 1.445 -1.040
S 3.278 2.172 0.001
S 2.452 3.540 1.505
S 0.541 3.525 1.298
C -0.320 -3.178 0.597
C -0.283 -1.811 0.749
N -0.310 -0.974 -0.302
C -0.354 -1.500 -1.531
C -0.412 -2.868 -1.781
C -0.408 -3.712 -0.680
C -0.599 -3.424 -3.143
C 0.047 -3.213 -4.293
C 1.286 -2.471 -4.615
C 1.616 -2.296 -5.953
C 2.807 -1.653 -6.243
N 3.641 -1.249 -5.290
C 3.245 -1.495 -4.048
N 2.110 -2.054 -3.643
H -0.301 -3.815 1.470
H -0.253 -1.369 1.733
H -0.373 -0.809 -2.358
H -0.468 -4.784 -0.822
H -1.420 -4.132 -3.196
H -0.366 -3.724 -5.155
H 0.970 -2.658 -6.740
H 3.111 -1.472 -7.268
H 3.940 -1.213 -3.268
*
```


Below is a 3-piece molecular cluster, C4H10O2S overall, with properties calculated with ωB97M-V/def2-TZVPD.

E_LUMO ... 0.6 eV
Frontier orbital gap ... 0.332 Eh
HOMO energy ... -8.45 eV

```
! wB97M-V def2-TZVPD RIJCOSX def2/J DEFGRID3
* xyz 0 1
C 1.545 1.168 1.470
C -0.207 1.498 0.306
C -1.340 -1.167 0.134
C -0.821 -1.613 -1.233
H 1.632 1.069 -0.102
H 2.388 0.015 2.089
H 1.736 2.322 1.735
H 0.729 1.310 -0.432
H -0.430 2.607 0.375
H -0.263 -0.959 0.637
H -2.009 -1.791 0.692
H -1.694 -1.314 -1.953
H -0.485 -2.701 -1.027
H 0.390 -1.023 -2.665
O 0.280 0.966 1.508
O 0.354 -1.063 -1.557
S -1.805 0.679 0.025
*
```


Below is C10H7F6N2O8PmS2 as an isolated structure, with properties calculated with ωB97M-V/def2-TZVPD.

Expectation value of S² ... 6.0183
E_LUMO (alpha / beta) ... -0.8 / -0.7 eV
Frontier orbital gap (alpha / beta) ... 0.250 / 0.251 Eh
HOMO energy (alpha / beta) ... -7.57 / -7.58 eV

```
! wB97M-V def2-TZVPD RIJCOSX def2/J DEFGRID3
* xyz 0 5
Pm -0.527 -0.851 0.054
O 2.025 -2.010 -3.412
C 1.492 -1.857 -2.228
O 0.274 -1.606 -2.077
C 2.355 -1.773 -1.062
C 3.673 -2.018 -1.025
C 4.429 -1.859 0.149
C 3.883 -1.147 1.154
C 2.510 -0.810 1.134
N 1.650 -1.540 0.224
C 1.776 0.102 1.915
O 2.323 0.770 2.917
O 0.546 0.233 1.789
H 1.387 -1.849 -4.093
H 4.082 -2.318 -1.998
H 5.434 -2.241 0.223
H 4.513 -0.794 1.984
H 3.270 0.633 2.930
F -5.380 1.846 -0.842
C -4.622 0.740 -0.734
F -3.633 0.822 -1.643
F -5.402 -0.286 -1.059
S -3.897 0.657 0.918
O -2.843 -0.409 0.770
O -4.950 0.421 1.825
N -3.256 2.078 1.086
S -1.879 2.540 0.495
O -1.334 1.460 -0.303
O -0.984 3.113 1.419
C -2.368 3.933 -0.658
F -3.129 3.428 -1.661
F -3.110 4.870 -0.060
F -1.273 4.537 -1.126
C 0.894 -2.634 0.859
H 0.975 -3.567 0.253
H 1.095 -2.615 1.883
*
```


Below is C12H25BCrN3OPSe as an isolated structure, with properties calculated with ωB97M-V/def2-TZVPD.

Expectation value of S² ... 8.7870
E_LUMO (alpha / beta) ... -2.7 / -6.2 eV
Frontier orbital gap (alpha / beta) ... 0.282 / 0.195 Eh
HOMO energy (alpha / beta) ... -10.37 / -11.48 eV

```
! wB97M-V def2-TZVPD RIJCOSX def2/J DEFGRID3
* xyz 1 6
Cr -0.806 0.205 -0.838
H 3.742 -1.136 -2.833
H -2.033 0.180 -1.639
P -0.024 1.096 -2.786
C 1.647 1.881 -2.877
H 1.763 2.468 -3.798
H 1.799 2.540 -2.015
H 2.414 1.100 -2.846
C 0.070 0.241 -4.407
H -0.938 -0.043 -4.740
H 0.501 0.933 -5.154
H 0.692 -0.668 -4.356
C -1.144 2.460 -3.234
H -1.200 3.164 -2.397
H -0.782 2.945 -4.141
H -2.136 2.019 -3.393
C -2.165 1.383 -0.057
O -3.219 1.854 0.204
H -1.989 -3.749 -2.381
H -2.267 -2.864 -3.808
H 0.038 -3.099 -4.655
H 0.355 -3.984 -2.660
B -0.297 -3.575 -3.619
N -1.654 -3.522 -3.319
H 3.237 -1.683 -3.128
H 0.252 1.364 -0.937
C 2.034 -1.762 3.209
N 0.816 -1.005 3.124
C 0.030 -0.815 2.003
Se 0.343 -1.481 0.284
N -0.966 0.031 2.397
C -0.805 0.427 3.727
C -1.476 1.371 4.482
C -0.973 1.615 5.765
C 0.174 0.957 6.240
C 0.860 0.015 5.448
C 0.314 -0.234 4.181
H 2.894 -1.097 3.371
H 2.164 -2.309 2.270
H 1.975 -2.467 4.048
H -1.714 0.362 1.783
H -2.350 1.870 4.054
H -1.477 2.337 6.423
H 0.540 1.183 7.246
H 1.757 -0.509 5.757
*
```


Below is a 2-piece molecular cluster, C6H18N2 overall, with properties calculated with ωB97M-V/def2-TZVPD.

E_LUMO ... 1.0 eV
Frontier orbital gap ... 0.370 Eh
HOMO energy ... -9.05 eV

```
! wB97M-V def2-TZVPD RIJCOSX def2/J DEFGRID3
* xyz 0 1
N 2.698 0.271 3.127
C -1.208 0.143 2.764
C 1.437 0.087 2.447
C 0.216 0.364 3.389
H 3.502 0.037 2.534
H 2.717 -0.394 3.907
H -1.877 -0.304 3.518
H -1.179 -0.519 1.883
H -1.625 1.118 2.458
H 1.291 -0.951 2.089
H 1.477 0.746 1.558
H 0.163 1.426 3.699
H 0.419 -0.241 4.293
N 0.154 -1.144 -1.317
C -1.137 0.658 -4.360
C -0.170 -0.025 -2.199
C -0.860 -0.507 -3.459
H 0.431 -0.838 -0.378
H -0.669 -1.744 -1.190
H -0.214 1.242 -4.513
H -1.868 1.289 -3.829
H -1.552 0.392 -5.347
H 0.816 0.459 -2.340
H -0.791 0.651 -1.581
H -1.855 -0.898 -3.174
H -0.316 -1.318 -3.981
*
```


no.,electronic energy (Ha)
1,-847.25850
2,-1438.26322
3,-1487.54251
4,-2410.59631
5,-726.82433
6,-508.06603
7,-1151.83405
8,-8234.04694
9,-706.78120
10,-3100.65568
11,-4523.47017
12,-348.88173